ORCA calculation (wB97M-V/def2-TZVPD) on a structure of composition C26H44BCl3N3P2Pd.

The geometry in XYZ format:
```
80
Properties=species:S:1:pos:R:3:mulliken_charge:R:1
Pd 0.6142 0.7759 0.6089 -1.429
C 3.7477 -0.0390 1.1084 -1.886
C 3.5382 -0.7766 -0.2218 2.374
C 3.8878 0.2203 -1.3303 -1.789
C 4.4830 -1.9769 -0.2883 -1.891
P 1.7296 -1.2235 -0.2818 0.993
C 1.4079 -2.2980 1.2191 -1.283
N 0.0192 -2.1091 1.5972 -0.331
B -0.5228 -0.7920 1.4372 0.194
N -1.9155 -0.9315 1.1675 0.625
C -2.7092 0.1065 0.5557 -1.526
P -1.5905 1.4995 0.0209 1.731
C -1.9377 2.8825 1.2256 2.101
C -1.8535 2.2868 2.6431 -1.765
C -0.8638 3.9670 1.0800 -1.559
C -3.3130 3.5328 1.0672 -1.961
C -2.1457 1.9333 -1.7024 1.861
C -1.5001 3.2506 -2.1341 -1.991
C -3.6690 2.0189 -1.8687 -1.700
C -1.6407 0.8222 -2.6246 -1.962
C -2.2082 -2.3001 1.1321 1.043
C -3.3957 -2.9515 0.8686 -0.643
C -3.3839 -4.3448 0.8437 -0.752
C -2.2173 -5.0561 1.0911 -0.878
C -1.0204 -4.4009 1.3718 -0.554
C -1.0228 -3.0210 1.3823 -0.136
C 1.3079 -2.3360 -1.7188 2.459
C 1.9226 -1.7794 -3.0043 -2.133
C 1.7717 -3.7857 -1.5057 -1.755
C -0.2128 -2.3610 -1.8788 -1.910
H 4.7889 0.2851 1.1562 0.634
H 3.5522 -0.6426 1.9911 0.352
H 3.1376 0.8713 1.1761 0.253
H 4.8558 0.6674 -1.0990 0.535
H 3.1558 1.0297 -1.4003 0.219
H 3.9700 -0.2466 -2.3076 0.346
H 5.5080 -1.6301 -0.1468 0.497
H 4.4406 -2.4772 -1.2543 0.357
H 4.2770 -2.7097 0.4927 0.344
H 2.0581 -1.9647 2.0283 0.354
H 1.6402 -3.3467 1.0338 0.421
H -3.4752 0.5029 1.2296 0.433
H -3.2337 -0.2804 -0.3244 0.658
H -0.9905 1.6354 2.7923 0.148
H -2.7498 1.7231 2.8960 0.369
H -1.7754 3.1087 3.3561 0.592
H 0.1495 3.5681 1.1657 0.036
H -0.9966 4.6977 1.8802 0.562
H -0.9324 4.4971 0.1334 0.244
H -4.1258 2.8064 1.1104 0.363
H -3.4037 4.1073 0.1471 0.323
H -3.4549 4.2262 1.8984 0.552
H -1.9410 4.1133 -1.6373 0.336
H -1.6580 3.3755 -3.2065 0.539
H -0.4229 3.2565 -1.9551 0.326
H -4.1289 2.8066 -1.2777 0.308
H -4.1632 1.0769 -1.6316 0.319
H -3.8821 2.2313 -2.9185 0.533
H -0.5527 0.7326 -2.5892 0.199
H -1.9313 1.0584 -3.6489 0.706
H -2.0854 -0.1405 -2.3730 0.374
H -4.3080 -2.4009 0.6855 0.499
H -4.3008 -4.8770 0.6369 0.410
H -2.2380 -6.1357 1.0738 0.406
H -0.1184 -4.9617 1.5759 0.523
H 2.9982 -1.9364 -3.0512 0.338
H 1.7213 -0.7146 -3.1362 0.389
H 1.4799 -2.3074 -3.8498 0.555
H 2.7976 -3.8845 -1.1557 0.237
H 1.7016 -4.3050 -2.4627 0.529
H 1.1159 -4.3078 -0.8104 0.384
H -0.5987 -1.3770 -2.1334 -0.041
H -0.7265 -2.7287 -0.9916 0.261
H -0.4528 -3.0406 -2.6982 0.723
Cl 2.6890 5.5656 2.0876 -0.087
C 3.2660 4.1812 3.0283 0.719
Cl 3.3166 4.5594 4.7449 -0.073
Cl 4.8387 3.6353 2.4342 -0.082
C 2.3088 3.0736 2.8153 -0.097
N 1.5725 2.2102 2.6284 -0.371
```

ΔE to the lowest compared entry with this formula, charge and spin: 0.1615 eV
spin multiplicity: 3
frontier orbital gap (alpha / beta): 6.61 / 5.90 eV
net charge: +1